This record from the Open Molecules 2025 dataset describes a 11-piece molecular cluster, C38H66O27S3 overall. The level of theory is ωB97M-V/def2-TZVPD.

Positions of all 134 atoms, in Å:
C  24.481  4.910  36.002
C  24.130  4.073  34.691
C  25.105  2.983  34.172
O  24.481  1.795  34.648
C  23.288  1.965  35.037
O  22.594  1.021  35.429
O  23.002  3.308  34.942
H  23.652  5.338  36.566
H  25.174  5.729  35.813
H  25.084  4.333  36.703
H  23.808  4.781  33.927
H  26.066  3.006  34.686
H  25.302  3.098  33.106
C  24.192  0.210  31.765
C  22.931  0.998  31.375
C  21.575  0.759  32.019
O  20.974  2.020  31.856
C  21.894  2.952  31.693
O  21.640  4.173  31.565
O  23.111  2.418  31.524
H  25.195  0.602  31.596
H  24.212  -0.757  31.262
H  24.214  -0.184  32.781
H  22.796  0.920  30.297
H  21.610  0.371  33.037
H  20.971  0.095  31.400
C  19.135  3.417  40.313
C  20.246  4.354  39.634
C  20.485  3.891  38.201
O  19.898  4.976  37.547
C  19.475  6.039  38.318
O  18.857  6.982  37.842
O  19.732  5.710  39.609
H  18.459  4.020  40.919
H  19.623  2.571  40.798
H  18.339  3.042  39.670
H  21.116  4.263  40.284
H  19.920  3.007  37.903
H  21.550  3.965  37.980
C  18.683  12.798  35.234
C  18.121  11.882  36.402
C  17.634  12.685  37.598
O  16.274  12.319  37.694
C  15.922  11.520  36.831
O  14.850  10.972  36.720
O  16.942  11.230  35.985
H  19.080  12.104  34.493
H  19.503  13.427  35.580
H  17.926  13.466  34.821
H  18.940  11.319  36.849
H  17.677  13.721  37.263
H  18.126  12.533  38.558
C  23.289  9.162  37.983
C  22.314  8.303  38.703
C  22.796  6.903  39.241
O  22.558  6.996  40.606
C  22.085  8.224  40.931
O  21.923  8.732  42.095
O  21.932  9.001  39.795
H  23.009  10.183  37.726
H  23.562  8.740  37.015
H  24.265  9.126  38.468
H  21.427  8.048  38.123
H  23.845  6.831  38.953
H  22.343  6.008  38.814
C  24.621  7.926  34.094
C  24.918  7.838  32.645
C  25.813  6.656  32.230
O  25.093  6.061  31.182
C  23.862  6.550  31.052
O  23.011  6.301  30.172
O  23.740  7.576  31.917
H  23.973  7.103  34.396
H  24.090  8.796  34.481
H  25.558  7.865  34.647
H  25.364  8.774  32.309
H  25.929  5.944  33.047
H  26.830  6.898  31.921
C  15.732  10.827  28.181
C  15.228  11.171  29.604
C  14.501  10.129  30.474
O  15.448  9.644  31.420
C  16.499  10.378  31.451
O  17.359  10.437  32.354
O  16.308  11.344  30.496
H  16.013  9.778  28.269
H  16.581  11.322  27.708
H  14.876  10.808  27.506
H  14.508  11.968  29.422
H  14.407  9.345  29.723
H  13.653  10.517  31.039
C  17.864  6.119  30.545
C  18.662  6.887  29.496
C  19.314  6.100  28.393
O  18.982  6.932  27.271
C  18.054  7.941  27.688
O  17.570  8.744  26.863
O  17.794  7.805  29.008
H  17.741  6.650  31.489
H  18.361  5.212  30.891
H  16.853  5.780  30.323
H  19.468  7.373  30.045
H  19.021  5.051  28.351
H  20.388  6.121  28.575
C  19.091  8.339  34.355
S  20.896  7.741  34.345
O  21.221  7.884  35.830
C  20.731  5.927  33.912
H  18.962  9.392  34.605
H  18.554  7.913  35.203
H  18.774  8.022  33.361
H  21.727  5.641  33.576
H  20.019  5.674  33.125
H  20.537  5.245  34.740
C  21.276  9.035  31.546
S  21.440  10.085  30.071
O  21.887  11.360  30.683
C  22.975  9.360  29.431
H  20.463  9.441  32.148
H  22.131  9.153  32.212
H  21.138  7.970  31.363
H  23.441  10.000  28.682
H  22.732  8.425  28.926
H  23.681  9.322  30.261
C  19.374  2.565  34.906
S  17.725  1.842  35.378
O  17.751  2.292  36.821
C  16.718  2.993  34.273
H  19.491  3.047  33.935
H  20.086  1.770  35.126
H  19.544  3.296  35.696
H  16.915  4.047  34.471
H  15.655  2.756  34.246
H  17.093  2.784  33.271

Gap between HOMO and LUMO = 8.50 eV
Multiplicity = 1
Energy above the lowest of the compared OMol25 structures with the same formula, charge and spin = 153.6 kcal per mole
Electronic energy = -128257.905 eV